Record 1
# C38H70Cl2CrN2O2PSbSi3

A molecular structure, C38H70Cl2CrN2O2PSbSi3 (wB97M-V/def2-TZVPD, the OMol25 dataset).

Geometry as XYZ:
```
120
Properties=species:S:1:pos:R:3
Cr 0.303 -0.107 0.530
Cl 0.357 -0.691 2.915
C -0.957 0.000 3.781
Cl -1.789 0.802 0.765
H -0.893 1.046 4.023
H -1.654 -0.696 4.217
C 4.607 -0.162 0.992
C 4.989 0.437 -0.193
C 4.035 0.645 -1.182
C 2.731 0.270 -0.944
N 2.358 -0.308 0.215
C 3.281 -0.521 1.155
C 1.635 0.435 -1.937
C 1.852 0.669 -3.279
C 0.766 0.692 -4.144
C -0.504 0.492 -3.637
C -0.651 0.274 -2.280
N 0.395 0.236 -1.450
H 5.315 -0.344 1.788
H 6.013 0.750 -0.349
H 4.311 1.099 -2.123
H 2.950 -1.000 2.066
H 2.857 0.797 -3.656
H 0.918 0.850 -5.204
H -1.379 0.511 -4.271
H -1.620 0.106 -1.832
C 2.244 4.526 -1.740
Si 0.490 5.118 -1.917
C 0.282 6.923 -1.544
C -0.175 4.800 -3.631
Sb -1.074 3.444 -0.731
Si -2.951 4.586 0.682
C -2.808 4.135 2.464
C -2.851 6.410 0.376
C -4.403 3.804 -0.167
Si 1.381 3.750 2.089
C 0.978 5.534 1.857
C 0.759 3.130 3.706
C 3.183 3.421 1.883
H 2.832 4.862 -2.598
H 2.297 3.434 -1.692
H 2.710 4.926 -0.838
H 0.734 7.508 -2.351
H 0.755 7.232 -0.612
H -0.773 7.195 -1.495
H 0.383 5.374 -4.376
H -1.221 5.115 -3.700
H -0.124 3.744 -3.908
H -1.926 4.593 2.911
H -2.756 3.052 2.597
H -3.686 4.507 3.000
H -1.925 6.839 0.761
H -3.685 6.922 0.868
H -2.919 6.631 -0.691
H -4.327 2.715 -0.137
H -4.459 4.116 -1.213
H -5.343 4.091 0.314
H -0.096 5.718 1.780
H 1.462 5.942 0.971
H 1.350 6.100 2.717
H -0.315 3.262 3.830
H 1.255 3.694 4.502
H 1.012 2.079 3.848
H 3.460 3.409 0.826
H 3.459 2.461 2.322
H 3.769 4.200 2.379
C 1.497 -5.901 2.563
C 0.461 -5.086 3.334
C -0.416 -4.244 2.381
C 0.353 -3.896 1.090
C 1.820 -3.634 1.470
C 2.486 -4.969 1.839
P -0.363 -2.555 0.045
C 0.113 -3.089 -1.674
C 1.622 -2.966 -1.929
C 1.917 -3.185 -3.412
C 1.442 -4.579 -3.888
C 0.738 -5.342 -2.768
C -0.366 -4.508 -2.113
C -2.210 -2.651 0.096
C -2.884 -3.973 -0.336
C -4.357 -4.025 0.123
C -4.972 -2.630 0.170
C -4.263 -1.773 1.235
C -2.818 -2.237 1.451
H 0.986 -6.546 1.844
H 2.036 -6.563 3.240
H 0.977 -4.435 4.044
H -0.177 -5.743 3.924
H -0.726 -3.332 2.893
H -1.321 -4.797 2.131
H 0.340 -4.772 0.437
H 1.835 -2.967 2.338
H 2.376 -3.141 0.674
H 3.354 -4.777 2.473
H 2.858 -5.453 0.933
H -0.381 -2.348 -2.313
H 2.161 -3.712 -1.341
H 1.998 -1.996 -1.620
H 2.988 -3.064 -3.588
H 1.414 -2.398 -3.985
H 2.289 -5.162 -4.248
H 0.756 -4.473 -4.730
H 1.462 -5.670 -2.018
H 0.285 -6.248 -3.171
H -0.770 -5.074 -1.278
H -1.182 -4.396 -2.829
H -2.489 -1.874 -0.629
H -2.352 -4.830 0.081
H -2.851 -4.064 -1.420
H -4.432 -4.486 1.111
H -4.914 -4.666 -0.561
H -6.037 -2.693 0.391
H -4.888 -2.166 -0.817
H -4.801 -1.836 2.182
H -4.264 -0.722 0.937
H -2.809 -3.102 2.114
H -2.248 -1.450 1.938
O 0.972 1.636 1.121
O 0.548 2.981 0.758
```

Summary:
Spin multiplicity: 5
Charge: +2
Energy relative to the best compared isomer or geometry (same formula, charge and spin): 0.0 kcal/mol
Expectation value of S²: 6.0515


Record 2
# C2H2OS

C2H2OS in the gas phase (wB97M-V/def2-TZVPD, the OMol25 dataset).

Geometry as XYZ:
```
6
Properties=species:S:1:pos:R:3
C 0.376 0.143 0.679
C -0.271 -0.218 -0.633
H -0.009 1.099 1.148
H 0.084 -1.166 -1.077
O 1.239 -0.537 1.183
S -1.419 0.679 -1.300
```

Summary:
Spin multiplicity: 1
Charge: 0
Energy relative to the best compared isomer or geometry (same formula, charge and spin): 0.4 kcal/mol


Record 3
# C21H25N2O4S3TeW

A molecular structure, C21H25N2O4S3TeW in a non-equilibrium geometry (wB97M-V/def2-TZVPD, the OMol25 dataset).

Geometry as XYZ:
```
57
Properties=species:S:1:pos:R:3
W 2.925 1.294 -1.706
C -0.263 2.405 0.822
C -0.878 3.432 1.894
O -1.010 2.804 3.163
C -2.161 2.889 3.853
C -2.330 1.618 4.693
O -2.612 0.635 3.711
C -3.290 -0.529 4.190
C -3.197 -1.709 3.038
O -2.168 -1.661 2.108
C -2.431 -0.610 0.999
C -1.139 0.121 0.807
O -1.022 1.458 0.032
H 0.483 1.798 1.233
H 0.243 3.026 0.065
H -1.840 3.863 1.538
H -0.068 4.165 2.008
H -3.127 3.056 3.227
H -2.127 3.729 4.571
H -3.256 1.763 5.306
H -1.463 1.419 5.295
H -4.326 -0.387 4.362
H -2.902 -0.867 5.151
H -4.198 -1.808 2.620
H -3.077 -2.622 3.658
H -3.058 0.054 1.560
H -2.794 -1.076 0.076
H -0.523 -0.539 0.202
H -0.774 0.307 1.798
S 2.148 4.615 -2.738
C 2.816 3.415 -1.888
S 1.865 -0.125 -0.370
S 3.440 3.432 -0.286
N -2.509 -0.653 -2.197
C -1.478 -0.444 -2.738
C -0.259 0.058 -3.463
C 0.131 -0.548 -4.690
C 1.434 -0.156 -5.156
C 2.242 0.710 -4.460
N 1.803 1.387 -3.351
C 0.531 1.162 -2.950
H -0.510 -1.255 -5.226
H 1.899 -0.588 -6.039
H 3.135 1.039 -4.942
H -0.009 1.685 -2.122
Te 4.678 -0.422 -2.353
C 3.488 -2.264 -1.782
C 3.760 -2.920 -0.547
C 3.242 -4.153 -0.262
C 2.551 -4.858 -1.237
C 2.108 -4.243 -2.354
C 2.524 -2.922 -2.608
H 4.277 -2.368 0.230
H 3.330 -4.531 0.739
H 2.198 -5.918 -1.023
H 1.461 -4.813 -3.037
H 2.087 -2.352 -3.423
```

Summary:
Spin multiplicity: 3
Charge: +1
Energy relative to the best compared isomer or geometry (same formula, charge and spin): 16.0 kcal/mol
Expectation value of S²: 2.0248


Question: Which value of spin multiplicity does entry 1 give?
Answer: 5


Question: What is the formula in the third record?
Answer: C21H25N2O4S3TeW


Question: The highest spin multiplicity belongs to which entry?
Answer: C38H70Cl2CrN2O2PSbSi3


Question: What is the energy relative to the best compared isomer or geometry (same formula, charge and spin) in the second record?
Answer: 0.4 kcal/mol